The following is a DFT calculation (the ωB97M-V functional and the def2-TZVPD basis) of a 2-piece molecular cluster, C4H11NO3 overall at a distorted geometry.

XYZ file:
```
19
C4H11NO3 (the ωB97M-V functional and the def2-TZVPD basis)
C 0.890 0.761 -0.899
N 0.354 0.019 0.141
C -1.004 0.323 0.504
C -2.071 -0.350 -0.314
C -1.111 1.896 0.358
O -1.548 2.547 -0.562
O -0.367 2.374 1.366
H 0.397 0.648 -1.859
H 1.951 0.355 -1.262
H 1.033 1.782 -0.566
H 0.750 -0.952 0.278
H -1.012 0.206 1.597
H -1.841 -0.088 -1.314
H -2.101 -1.493 -0.144
H -3.077 -0.072 -0.131
H 0.005 3.255 1.249
O 3.238 -3.503 0.502
H 3.124 -4.512 0.277
H 2.389 -3.195 0.781
```

## Properties
**HOMO energy**: -8.673 eV
**Relative energy (zero: lowest compared OMol25 entry of this formula, charge and spin)**: 52.9 kcal per mole
**Charge**: 0
**SMILES**: CN[C@H](C)C(=O)O.O
**Kohn-Sham gap**: 9.1617 eV
**LUMO energy**: 0.018 hartree


The following is a DFT calculation (the ωB97M-V functional and the def2-TZVPD basis) of a 15-piece molecular cluster, C66H153N7O8 overall at a distorted geometry.

XYZ file:
```
234
C66H153N7O8 (the ωB97M-V functional and the def2-TZVPD basis)
C 1.527 -1.015 -0.969
C 0.158 -1.488 -0.458
N -0.727 -0.400 0.028
C -2.096 -0.941 0.106
C -2.802 -1.013 -1.260
C -0.320 0.115 1.335
C -0.987 1.442 1.590
H 2.171 -0.511 -0.248
H 1.457 -0.323 -1.808
H 2.023 -1.897 -1.374
H -0.342 -2.030 -1.260
H 0.281 -2.151 0.399
H -2.156 -1.937 0.545
H -2.727 -0.338 0.759
H -3.889 -0.981 -1.183
H -2.504 -0.143 -1.845
H -2.654 -1.874 -1.911
H 0.763 0.239 1.334
H -0.515 -0.539 2.186
H -0.999 2.096 0.718
H -0.458 2.014 2.352
H -2.007 1.384 1.970
C -8.569 -0.035 2.101
C -7.257 -0.740 2.535
N -7.174 -1.268 3.929
C -5.947 -2.090 4.156
C -6.072 -3.433 3.470
C -7.381 -0.201 4.921
C -6.352 0.972 5.002
H -8.759 0.885 2.654
H -9.467 -0.641 2.226
H -8.540 0.127 1.023
H -7.044 -1.519 1.804
H -6.374 -0.131 2.339
H -5.111 -1.518 3.753
H -5.846 -2.164 5.238
H -5.467 -4.210 3.937
H -7.100 -3.795 3.444
H -5.826 -3.339 2.413
H -7.411 -0.675 5.903
H -8.363 0.252 4.785
H -5.978 1.300 4.032
H -5.443 0.623 5.493
H -6.757 1.806 5.575
C -5.901 4.088 -0.972
C -5.421 4.172 -2.392
N -6.610 4.246 -3.293
C -7.411 5.477 -3.097
C -6.785 6.867 -3.323
C -6.280 4.131 -4.728
C -5.771 2.730 -5.083
H -5.151 3.829 -0.224
H -6.675 3.356 -0.739
H -6.348 5.046 -0.708
H -4.698 4.956 -2.619
H -4.924 3.235 -2.642
H -8.215 5.370 -3.825
H -7.918 5.406 -2.135
H -6.399 6.956 -4.338
H -7.470 7.713 -3.253
H -5.977 7.079 -2.623
H -5.627 4.898 -5.145
H -7.250 4.196 -5.219
H -5.827 2.557 -6.158
H -6.341 1.930 -4.610
H -4.747 2.653 -4.720
C -3.690 -2.579 -6.730
C -2.850 -3.768 -6.925
N -1.750 -3.618 -7.883
C -0.878 -4.857 -7.943
C -0.113 -4.997 -6.645
C -2.323 -3.299 -9.232
C -1.296 -3.182 -10.340
H -4.273 -2.247 -7.589
H -3.039 -1.776 -6.386
H -4.359 -2.700 -5.878
H -2.567 -4.197 -5.964
H -3.488 -4.553 -7.331
H -0.182 -4.758 -8.776
H -1.495 -5.728 -8.163
H 0.660 -5.765 -6.663
H -0.754 -5.234 -5.795
H 0.319 -4.006 -6.499
H -3.056 -4.039 -9.553
H -2.717 -2.283 -9.232
H -0.474 -2.485 -10.175
H -0.914 -4.143 -10.684
H -1.808 -2.750 -11.200
C 3.959 -6.125 -1.432
C 4.939 -6.007 -2.606
N 6.293 -6.555 -2.362
C 7.018 -5.969 -1.214
C 7.758 -4.691 -1.659
C 6.344 -8.028 -2.364
C 7.756 -8.674 -2.415
H 2.965 -5.747 -1.671
H 4.279 -5.669 -0.496
H 3.782 -7.155 -1.120
H 4.481 -6.521 -3.451
H 4.943 -4.946 -2.857
H 6.487 -5.785 -0.280
H 7.786 -6.671 -0.889
H 7.049 -3.930 -1.982
H 8.387 -4.268 -0.875
H 8.428 -4.938 -2.482
H 5.881 -8.389 -3.282
H 5.820 -8.408 -1.488
H 8.377 -8.220 -3.188
H 7.748 -9.738 -2.648
H 8.261 -8.627 -1.450
C 3.030 4.455 0.988
C 3.796 4.917 -0.236
N 2.974 5.059 -1.455
C 3.767 5.690 -2.520
C 3.493 7.200 -2.547
C 2.446 3.751 -1.872
C 1.380 3.767 -3.008
H 2.145 5.079 1.118
H 3.645 4.563 1.882
H 2.698 3.417 0.950
H 4.265 5.873 -0.006
H 4.590 4.194 -0.424
H 4.827 5.458 -2.418
H 3.469 5.267 -3.480
H 2.413 7.338 -2.495
H 3.995 7.639 -1.685
H 3.883 7.610 -3.479
H 2.002 3.210 -1.036
H 3.315 3.123 -2.070
H 1.919 3.874 -3.950
H 0.659 4.565 -2.838
H 0.809 2.839 -2.963
C 12.278 3.382 0.881
C 11.245 3.083 -0.223
N 11.213 1.659 -0.587
C 10.024 1.371 -1.415
C 8.723 1.207 -0.611
C 12.414 1.137 -1.221
C 12.426 -0.405 -1.395
H 12.054 2.716 1.714
H 12.140 4.424 1.169
H 13.311 3.263 0.555
H 10.257 3.338 0.161
H 11.434 3.725 -1.083
H 9.919 2.137 -2.182
H 10.130 0.514 -2.081
H 8.910 0.371 0.064
H 8.434 1.992 0.088
H 7.901 0.878 -1.246
H 13.247 1.315 -0.541
H 12.520 1.710 -2.143
H 13.417 -0.749 -1.689
H 11.786 -0.759 -2.203
H 12.064 -0.857 -0.471
C -4.046 7.371 5.872
C -3.547 5.996 5.495
O -3.712 5.472 4.399
C -2.981 5.181 6.607
H -4.948 7.269 6.477
H -4.376 7.909 4.984
H -3.315 7.893 6.490
H -3.790 4.723 7.177
H -2.349 5.805 7.238
H -2.364 4.365 6.231
C -9.575 -4.431 -0.883
C -9.605 -3.819 -2.311
O -10.456 -4.143 -3.157
C -8.552 -2.830 -2.700
H -8.821 -5.207 -0.756
H -10.544 -4.849 -0.611
H -9.233 -3.655 -0.199
H -8.813 -1.878 -2.239
H -8.308 -2.733 -3.758
H -7.622 -3.161 -2.237
C -4.694 -8.724 -2.716
C -4.241 -7.350 -2.211
O -4.986 -6.364 -2.302
C -3.063 -7.238 -1.310
H -5.659 -8.705 -3.223
H -4.847 -9.386 -1.864
H -3.988 -9.279 -3.333
H -3.335 -6.838 -0.333
H -2.351 -6.520 -1.718
H -2.555 -8.190 -1.156
C -2.001 0.811 9.567
C -0.825 1.282 8.680
O -0.027 2.123 9.056
C -0.615 0.632 7.334
H -2.835 1.449 9.276
H -1.817 0.989 10.627
H -2.212 -0.242 9.377
H -0.507 -0.448 7.428
H 0.315 1.083 6.986
H -1.424 0.859 6.640
C 0.448 -6.698 3.437
C 0.953 -8.168 3.370
O 1.687 -8.565 2.479
C 0.582 -9.031 4.561
H 0.421 -6.260 2.440
H 1.224 -6.134 3.955
H -0.498 -6.483 3.935
H 0.686 -10.098 4.366
H -0.416 -8.773 4.914
H 1.245 -8.733 5.373
C 5.276 -3.089 3.344
C 4.545 -2.105 4.165
O 3.358 -2.213 4.459
C 5.337 -0.849 4.485
H 5.616 -2.627 2.417
H 4.616 -3.926 3.118
H 6.156 -3.519 3.823
H 6.187 -1.169 5.087
H 4.839 0.003 4.949
H 5.705 -0.445 3.542
C -1.672 7.253 0.477
C -0.991 8.595 0.678
O -1.661 9.613 0.500
C 0.486 8.671 0.996
H -2.750 7.328 0.613
H -1.411 6.554 1.272
H -1.431 6.892 -0.523
H 1.019 8.097 0.238
H 0.681 8.319 2.009
H 0.828 9.706 1.003
C 2.965 8.805 6.237
C 1.954 7.665 6.267
O 0.748 7.895 6.132
C 2.435 6.251 6.480
H 2.356 9.709 6.224
H 3.663 8.715 5.404
H 3.613 8.826 7.114
H 3.476 6.094 6.196
H 1.765 5.595 5.924
H 2.317 5.957 7.523
```

## Properties
**HOMO energy**: -8.309 eV
**Charge**: 0
**Kohn-Sham gap**: 8.3352 eV
**LUMO energy**: 0.001 hartree


The following is a DFT calculation (the ωB97M-V functional and the def2-TZVPD basis) of C4H3PS as an isolated structure at a distorted geometry.

XYZ file:
```
9
C4H3PS (the ωB97M-V functional and the def2-TZVPD basis)
C 2.042 -0.512 -0.471
C 1.801 0.501 0.252
C -0.754 -0.153 -0.693
C -0.515 0.148 0.703
P 0.438 -1.345 0.006
S 0.787 1.632 1.099
H -1.593 -0.880 -0.752
H -0.796 0.658 -1.430
H -1.410 -0.049 1.285
```

## Properties
**HOMO energy**: -8.738 eV
**Relative energy (zero: lowest compared OMol25 entry of this formula, charge and spin)**: 37.2 kcal per mole
**Charge**: 0
**Kohn-Sham gap**: 8.4174 eV
**LUMO energy**: -0.012 hartree


The following is a DFT calculation (the ωB97M-V functional and the def2-TZVPD basis) of C18H49O7V as an isolated structure at a distorted geometry.

XYZ file:
```
75
C18H49O7V (the ωB97M-V functional and the def2-TZVPD basis)
V -0.678 2.041 1.599
O -0.612 1.026 -0.137
H -0.616 0.390 -0.851
C 3.898 2.285 1.400
C 2.722 1.963 2.295
C 2.490 3.004 3.369
O 1.472 1.876 1.490
H 3.745 3.245 0.900
H 4.076 1.531 0.634
H 4.792 2.369 2.019
H 2.842 0.977 2.753
H 1.604 2.799 3.975
H 2.466 4.011 2.949
H 3.331 3.001 4.069
H 1.683 1.530 0.602
C 0.302 -2.490 -2.203
C 1.066 -2.424 -0.882
C 1.171 -3.776 -0.195
O 2.402 -1.988 -1.103
H -0.770 -2.643 -2.038
H 0.675 -3.334 -2.788
H 0.448 -1.593 -2.804
H 0.573 -1.740 -0.167
H 1.627 -4.522 -0.841
H 0.215 -4.102 0.221
H 1.806 -3.647 0.689
H 2.367 -1.038 -1.286
C -0.624 -0.861 4.825
C 0.237 -0.387 3.670
C 1.115 -1.459 3.068
O -0.652 0.145 2.597
H -1.365 -1.601 4.525
H -1.126 -0.034 5.330
H 0.006 -1.325 5.592
H 0.835 0.473 3.976
H 1.747 -1.889 3.847
H 1.714 -1.048 2.256
H 0.527 -2.279 2.652
H -1.046 -0.629 2.124
C -3.519 -2.660 -0.160
C -2.901 -1.613 0.769
C -3.937 -1.057 1.709
O -1.778 -2.138 1.504
H -4.203 -2.180 -0.858
H -4.136 -3.350 0.428
H -2.737 -3.212 -0.674
H -2.522 -0.822 0.118
H -4.590 -0.338 1.203
H -3.546 -0.581 2.610
H -4.612 -1.858 2.040
H -2.043 -2.966 1.922
C -2.321 2.418 -3.209
C -3.251 1.332 -2.721
C -2.886 -0.008 -3.347
O -3.213 1.227 -1.292
H -2.589 3.381 -2.776
H -2.379 2.494 -4.298
H -1.282 2.178 -2.965
H -4.282 1.582 -2.977
H -3.543 -0.806 -3.014
H -1.843 -0.247 -3.085
H -2.872 0.074 -4.436
H -2.280 1.129 -1.035
C 3.258 2.512 -2.493
C 1.945 1.753 -2.506
C 1.714 1.051 -3.825
O 1.922 0.786 -1.419
H 3.215 3.331 -3.212
H 4.102 1.880 -2.775
H 3.463 2.930 -1.507
H 1.140 2.486 -2.362
H 1.752 1.766 -4.649
H 0.744 0.549 -3.838
H 2.482 0.298 -4.014
H 1.061 0.821 -0.988
```

## Properties
**HOMO energy (alpha / beta)**: -11.977 / -11.979 eV
**Relative energy (zero: lowest compared OMol25 entry of this formula, charge and spin)**: 48.3 kcal per mole
**Charge**: +1
**Multiplicity**: 4
**Kohn-Sham gap (alpha / beta)**: 7.6834 / 7.7234 eV
**LUMO energy (alpha / beta)**: -0.158 / -0.156 hartree
**Expectation value of S²**: 3.7539


The following is a DFT calculation (the ωB97M-V functional and the def2-TZVPD basis) of an isolated ion of composition C5H11N2 and charge +1 at a distorted geometry.

XYZ file:
```
18
C5H11N2 (the ωB97M-V functional and the def2-TZVPD basis)
C 1.214 1.917 -0.026
C 0.337 0.928 0.041
C -1.252 1.119 0.098
N -1.840 -0.273 -0.201
C -0.741 -1.115 0.245
N 0.506 -0.429 -0.078
C 1.629 -1.237 -0.060
H 2.223 1.404 -0.026
H 1.207 2.952 -0.053
H -1.382 1.567 1.050
H -1.623 1.687 -0.731
H -2.834 -0.156 0.063
H -1.733 -0.462 -1.209
H -0.692 -2.085 -0.268
H -0.834 -1.323 1.339
H 1.455 -1.899 -0.815
H 2.583 -0.815 -0.214
H 1.778 -1.780 0.845
```

## Properties
**HOMO energy**: -12.258 eV
**Relative energy (zero: lowest compared OMol25 entry of this formula, charge and spin)**: 62.4 kcal per mole
**Charge**: +1
**SMILES**: C=C1C[NH2+]CN1C
**Kohn-Sham gap**: 8.6772 eV
**LUMO energy**: -0.132 hartree


The following is a DFT calculation (the ωB97M-V functional and the def2-TZVPD basis) of C16H19AgN8O5Se2Te2 as an isolated structure.

XYZ file:
```
53
C16H19AgN8O5Se2Te2 (the ωB97M-V functional and the def2-TZVPD basis)
Ag -0.029 0.325 0.002
O -5.052 3.075 -2.244
C -4.721 3.656 -1.110
O -5.368 4.573 -0.640
C -3.512 3.142 -0.417
C -3.037 3.666 0.771
N -1.947 2.965 1.108
N -1.676 2.019 0.213
C -2.602 2.098 -0.726
C -2.515 1.139 -1.893
O -3.403 1.245 -2.776
O -1.566 0.327 -1.891
H -4.391 2.318 -2.486
H -3.412 4.480 1.367
H -1.296 3.079 1.900
Se 3.739 -1.075 0.657
Te 2.522 1.069 0.419
Te 2.469 1.875 3.083
Se 0.369 3.162 3.600
C 2.165 -0.039 -3.252
C 2.620 -1.263 -4.037
C 3.850 -1.898 -3.395
C 1.480 -2.271 -4.202
N 0.979 -2.793 -2.944
C 0.058 -2.286 -2.114
N -0.032 -3.070 -1.069
N 0.853 -4.071 -1.275
N 1.463 -3.918 -2.393
H 2.957 0.710 -3.211
H 1.938 -0.313 -2.219
H 1.272 0.421 -3.684
H 2.870 -0.954 -5.060
H 3.654 -2.164 -2.355
H 4.679 -1.190 -3.388
H 4.163 -2.797 -3.933
H 1.807 -3.133 -4.784
H 0.637 -1.803 -4.712
H -0.526 -1.392 -2.296
N 0.364 0.704 6.171
C 0.499 -0.586 5.769
O 0.986 -1.465 6.463
C -0.026 -0.845 4.387
C -1.175 -0.214 3.931
C -1.543 -0.395 2.611
N -0.840 -1.131 1.751
C 0.245 -1.769 2.207
C 0.678 -1.663 3.519
H 0.858 0.947 7.013
H 0.252 1.440 5.469
H -1.746 0.442 4.573
H -2.411 0.111 2.204
H 0.807 -2.341 1.479
H 1.589 -2.150 3.836
```

## Properties
**HOMO energy**: -1.502 eV
**Relative energy (zero: lowest compared OMol25 entry of this formula, charge and spin)**: 5.1 kcal per mole
**Charge**: -2
**Kohn-Sham gap**: 5.7231 eV
**LUMO energy**: 0.155 hartree


For the records above, the corresponding total energy values read -439.44167, -3591.45648, -893.56476, -2185.67526, -306.28409, -6921.46728 Ha.
For the records above, the corresponding molar mass values read 121.14, 1172.99, 114.11, 428.53, 99.16, 924.37 g/mol.